# 1
Molecular formula: C31H43N8O
Method: DFT, ωB97M-V/def2-TZVPD

Geometry as XYZ:
```
83
Properties=species:S:1:pos:R:3:forces:R:3:lowdin_charge:R:1
O 4.128 -0.808 2.149 0.030 0.268 0.067 -0.06
C 3.243 -0.935 1.049 -0.247 -0.025 -0.227 -0.27
C 2.390 0.315 0.997 0.128 0.011 0.892 -0.16
C 1.502 0.445 2.259 0.277 -0.211 -0.388 -0.15
C 0.019 0.448 1.943 0.163 0.195 -0.151 -0.10
N -0.497 -0.921 1.755 -0.076 -0.043 -0.210 -0.02
C -0.429 -1.948 2.666 -0.325 -0.296 -0.297 0.01
C -1.029 -3.035 2.097 0.673 0.743 0.849 -0.01
N -1.423 -2.640 0.851 -0.024 -0.330 -0.001 0.12
C -1.099 -1.363 0.661 -0.022 -0.088 0.146 -0.03
H 4.690 -1.585 2.205 0.085 -0.072 -0.006 0.10
H 3.781 -1.058 0.110 0.128 -0.090 -0.095 0.12
H 2.594 -1.805 1.186 -0.003 -0.168 -0.032 0.10
H 3.062 1.168 0.995 0.005 0.202 -0.386 0.10
H 1.798 0.324 0.087 -0.057 0.026 -0.212 0.11
H 1.765 -0.383 2.913 -0.146 -0.071 0.287 0.10
H 1.754 1.340 2.814 -0.100 0.245 -0.003 0.12
H -0.145 0.960 0.999 -0.128 0.164 -0.095 0.12
H -0.581 0.965 2.682 -0.114 -0.138 0.264 0.14
H 0.022 -1.812 3.628 0.036 -0.046 0.166 0.14
H -1.167 -4.002 2.537 -0.224 -0.250 -0.258 0.14
H -1.926 -3.239 0.216 -0.122 0.195 -0.134 0.14
H -1.319 -0.792 -0.218 -0.102 0.129 -0.139 0.14
N -2.813 -0.656 -2.380 0.088 -0.068 0.351 -0.02
C -3.577 0.214 -1.635 -0.017 -0.038 -0.090 -0.15
C -4.787 -0.388 -1.405 0.143 -0.021 0.073 -0.08
C -4.748 -1.674 -2.011 0.095 -0.015 0.026 -0.10
C -3.517 -1.816 -2.592 0.036 -0.064 -0.084 -0.14
H -1.889 -0.480 -2.727 -0.008 0.004 -0.149 0.12
H -3.196 1.178 -1.341 -0.053 0.065 -0.032 0.10
H -5.608 0.045 -0.861 -0.009 0.007 0.003 0.10
H -5.530 -2.414 -2.025 -0.038 0.025 0.029 0.10
H -3.090 -2.630 -3.154 -0.055 0.038 -0.092 0.11
N 1.444 -3.207 -2.146 0.085 0.027 0.014 -0.01
C 2.054 -3.188 -3.374 -0.036 0.031 0.030 -0.13
C 3.346 -3.598 -3.205 0.017 0.001 -0.005 -0.09
C 3.528 -3.880 -1.823 0.019 0.032 0.012 -0.10
C 2.340 -3.629 -1.195 -0.110 0.024 -0.004 -0.16
H 0.491 -2.954 -1.974 -0.049 -0.048 -0.017 0.12
H 1.517 -2.890 -4.258 0.012 -0.009 -0.020 0.11
H 4.082 -3.692 -3.984 0.008 -0.007 -0.005 0.10
H 4.429 -4.229 -1.348 0.005 -0.018 -0.007 0.10
H 2.053 -3.719 -0.160 -0.002 -0.047 0.001 0.09
N -3.918 -5.412 0.471 0.080 0.110 0.092 0.00
C -4.392 -4.127 0.621 0.146 -0.221 -0.024 -0.17
C -5.428 -4.170 1.513 0.029 0.093 0.070 -0.09
C -5.582 -5.520 1.925 -0.035 -0.002 -0.022 -0.09
C -4.642 -6.262 1.264 0.062 0.022 -0.008 -0.13
H -3.168 -5.696 -0.131 -0.082 -0.085 -0.102 0.14
H -3.967 -3.306 0.068 -0.238 0.019 -0.112 0.07
H -6.017 -3.326 1.831 0.000 0.007 0.014 0.10
H -6.310 -5.904 2.619 -0.012 0.002 0.001 0.10
H -4.429 -7.316 1.287 -0.013 -0.009 0.001 0.11
N -1.357 2.669 -2.988 0.017 0.126 -0.044 0.00
C -0.257 3.488 -2.977 0.038 -0.097 0.157 -0.15
C -0.701 4.779 -3.045 -0.010 0.107 -0.036 -0.12
C -2.122 4.739 -3.119 0.006 0.013 0.073 -0.09
C -2.498 3.424 -3.089 0.028 -0.028 0.159 -0.13
H -1.325 1.673 -2.927 -0.024 -0.078 -0.148 0.11
H 0.739 3.085 -2.902 0.016 0.011 -0.052 0.11
H -0.078 5.658 -3.031 -0.001 0.012 -0.073 0.11
H -2.790 5.582 -3.173 0.001 0.010 -0.051 0.10
H -3.470 2.964 -3.113 -0.012 0.006 -0.054 0.11
N 5.517 2.063 1.426 -0.030 0.014 -0.046 0.00
C 5.839 2.529 0.179 -0.067 -0.024 0.036 -0.15
C 6.369 3.783 0.322 -0.006 0.026 -0.012 -0.11
C 6.370 4.086 1.711 -0.001 0.021 -0.002 -0.11
C 5.841 3.005 2.365 -0.051 -0.032 -0.024 -0.14
H 5.106 1.167 1.621 0.131 -0.133 0.141 0.10
H 5.667 1.931 -0.700 0.027 0.000 -0.014 0.10
H 6.721 4.414 -0.477 0.013 0.005 -0.002 0.09
H 6.723 4.991 2.175 0.009 0.006 0.000 0.09
H 5.670 2.826 3.412 0.016 0.006 0.010 0.11
N -0.628 4.480 0.279 -0.019 -0.131 0.091 0.02
C 0.562 4.374 0.944 -0.009 -0.125 -0.091 -0.15
C 0.312 4.528 2.284 0.011 -0.107 0.051 -0.12
C -1.087 4.736 2.430 -0.034 -0.068 0.050 -0.11
C -1.636 4.702 1.174 -0.002 -0.068 -0.048 -0.14
H -0.739 4.400 -0.720 -0.008 0.126 -0.079 0.09
H 1.483 4.205 0.411 0.040 0.062 0.005 0.11
H 1.048 4.504 3.069 0.028 0.054 0.008 0.09
H -1.624 4.901 3.348 -0.002 0.034 0.009 0.09
H -2.654 4.818 0.844 -0.006 0.043 0.004 0.11
```
Forces are in eV/Å.

LUMO energy = -2.955 eV
Kohn-Sham gap = 6.94 eV
Charge = +1

=====

# 2
Molecular formula: C5H35N2O11
Method: DFT, ωB97M-V/def2-TZVPD

Geometry as XYZ:
```
53
Properties=species:S:1:pos:R:3:forces:R:3:lowdin_charge:R:1
N -0.757 0.290 0.667 -0.222 -0.294 -0.269 0.22
C 0.589 -0.427 0.489 -3.334 -1.015 -1.988 -0.22
C 0.316 -1.821 1.133 -0.333 0.455 0.912 -0.31
C 0.481 -1.769 2.671 2.466 -1.209 -1.301 0.00
O -1.070 -2.150 0.974 -0.658 -0.327 -0.283 -0.12
C 1.697 0.433 0.877 2.995 -0.933 0.217 -0.22
N 2.171 1.344 -0.164 1.337 0.891 0.410 -0.11
C 3.388 2.000 0.396 0.018 1.050 -0.418 -0.10
H -1.146 0.010 1.602 0.378 1.281 -0.058 0.11
H -1.558 0.001 0.070 0.746 -0.316 -0.322 0.10
H -0.675 1.288 0.474 -0.103 0.160 0.725 0.11
H 0.716 -0.636 -0.593 -0.210 0.303 0.396 0.14
H 0.815 -2.591 0.559 1.019 0.073 0.448 0.15
H -0.409 -1.322 3.101 0.534 -0.510 0.401 0.05
H 1.428 -1.271 2.938 -0.549 0.546 -0.037 0.09
H 0.797 -2.792 2.938 -1.149 0.148 0.515 0.10
H -1.269 -2.857 0.322 0.648 0.813 -0.024 0.08
H 2.514 -0.302 1.063 -0.186 0.281 0.221 0.13
H 1.639 1.026 1.794 -0.677 -0.234 -0.047 0.14
H 2.551 0.956 -1.024 -0.681 -1.110 0.184 0.09
H 3.659 2.886 -0.206 -0.352 -0.107 0.318 0.09
H 3.223 2.280 1.430 -0.191 0.394 0.046 0.08
H 4.334 1.452 0.420 -0.314 -0.821 -0.204 0.09
H -0.763 2.972 -2.197 0.400 -0.358 0.076 0.08
H -2.142 2.580 -1.973 -0.347 -0.480 0.305 0.09
O -1.267 2.169 -1.971 -0.204 1.401 -0.103 -0.04
H 1.119 0.046 -2.878 -0.247 -0.289 -0.680 0.01
H 2.089 -0.564 -3.959 -0.477 0.021 -0.680 0.06
O 2.014 -0.260 -3.063 0.516 0.384 0.909 -0.04
H -0.535 3.400 0.496 -0.540 0.341 0.333 -0.01
H -1.886 4.086 0.710 -0.402 0.612 -0.107 0.03
O -1.393 3.324 0.982 0.920 -0.867 -0.093 -0.08
H -2.668 -0.739 3.036 0.532 -0.322 0.026 0.05
H -2.321 0.545 3.732 0.447 0.166 -0.023 0.09
O -1.892 -0.165 3.233 -1.593 0.282 0.071 -0.07
H -2.345 -2.706 2.163 -0.448 0.189 0.330 0.02
H -3.808 -2.726 1.762 -0.410 -0.101 -0.126 0.04
O -3.251 -2.591 2.528 0.611 0.096 0.016 -0.05
H -1.445 -3.931 -1.737 -0.120 -0.471 -0.119 0.08
H -1.292 -2.455 -1.991 -0.114 0.238 0.046 0.06
O -1.787 -3.084 -1.447 0.209 0.021 -0.201 -0.03
H 1.693 3.860 -0.406 -0.328 0.136 0.064 0.06
H 0.912 2.758 -1.051 0.238 -0.003 0.553 0.02
O 0.785 3.641 -0.663 0.096 0.245 -0.533 -0.07
H -1.234 0.938 -3.028 0.310 -0.909 -0.353 -0.01
H -1.814 -0.271 -3.812 0.104 -0.060 -0.069 0.04
O -0.986 0.082 -3.472 -0.130 0.343 0.208 -0.09
H 4.161 -1.865 -0.987 0.184 -0.293 0.512 0.05
H 3.283 -1.251 -2.008 -0.735 0.089 0.263 0.01
O 3.248 -1.593 -1.099 0.540 0.071 -0.381 -0.06
H -3.126 -1.444 -0.833 1.172 -0.325 -0.050 0.04
H -3.862 -0.275 -1.014 0.252 1.135 -0.120 0.08
O -2.920 -0.506 -0.983 -1.616 -0.813 0.091 -0.05
```
Forces are in eV/Å.

LUMO energy = -2.627 eV
Kohn-Sham gap = 9.65 eV
Charge = +1

=====

# 3
Molecular formula: C3H2ClF3
Method: DFT, ωB97M-V/def2-TZVPD

Geometry as XYZ:
```
9
Properties=species:S:1:pos:R:3:forces:R:3:lowdin_charge:R:1
C 0.499 0.374 0.150 0.102 1.527 -0.264 -0.14
C 0.884 -1.063 0.090 -1.198 -0.321 0.780 -0.32
C -0.945 0.980 -0.207 -0.349 -1.176 -0.190 -0.56
F 0.155 -1.901 0.843 0.226 0.123 -0.228 0.09
F 1.111 -1.605 -1.084 -0.003 -0.101 -0.454 0.12
F -1.520 0.818 -1.448 1.558 -0.042 1.114 -0.06
Cl -2.266 0.792 0.943 1.070 0.045 -0.249 0.64
H 0.779 0.758 1.141 -0.717 -0.290 0.007 0.12
H 1.304 0.848 -0.428 -0.690 0.234 -0.516 0.12
```
Forces are in eV/Å.

LUMO energy (alpha / beta) = -0.246 / -0.584 eV
Kohn-Sham gap (alpha / beta) = 8.90 / 8.53 eV